(1)
C24H32IN6OSn | ωB97M-V/def2-TZVPD

Atoms and positions in Å:
I: -3.825 1.599 4.752
Sn: 0.391 -0.344 0.507
O: 1.594 -2.053 0.240
N: 0.788 2.720 -0.524
N: 1.586 -4.290 -0.216
N: -1.158 -0.656 2.334
N: -0.976 0.448 -1.372
N: 3.549 -3.191 0.360
N: -1.332 -1.491 3.374
C: -2.168 -0.973 4.291
C: -1.906 -0.159 -2.058
C: -2.433 0.637 -3.162
C: 3.509 -5.632 0.481
C: 4.357 -4.414 0.199
C: -1.912 0.415 2.611
C: 2.237 -3.176 0.126
C: -0.177 3.852 2.418
C: 0.164 -4.296 -0.543
C: 4.281 -1.967 0.675
C: 3.183 5.404 -1.049
C: 2.488 3.823 -2.820
C: 3.316 5.778 0.302
C: 2.726 5.055 1.353
C: -2.562 0.268 3.833
C: -0.832 1.728 -2.005
C: -1.768 1.796 -3.131
C: 0.007 2.722 -1.664
C: 1.689 3.622 -0.320
C: 2.425 4.332 -1.408
C: 2.283 -5.577 -0.399
C: 1.957 3.961 1.103
C: 1.239 3.275 2.216
C: 1.873 4.798 -3.845
H: -2.427 -1.502 5.195
H: -1.972 1.244 1.920
H: 5.059 -2.200 1.398
H: 2.551 -5.694 -1.451
H: -0.126 4.912 2.666
H: 1.177 2.204 2.023
H: 4.764 -4.448 -0.814
H: -0.784 3.744 1.517
H: -0.006 3.607 -2.290
H: 2.287 5.799 -3.737
H: -2.238 -1.155 -1.790
H: 5.195 -4.351 0.889
H: -0.673 3.340 3.240
H: 3.617 -1.226 1.104
H: -3.210 0.327 -3.843
H: 0.018 -4.414 -1.618
H: -0.309 -3.376 -0.219
H: 4.753 -1.553 -0.219
H: 2.026 2.841 -2.907
H: -1.894 2.650 -3.781
H: 3.736 5.947 -1.806
H: 0.789 4.872 -3.750
H: -0.316 -5.133 -0.040
H: 2.884 5.381 2.374
H: 3.215 -5.646 1.532
H: 3.933 6.637 0.545
H: 1.813 3.421 3.130
H: 3.545 3.701 -3.068
H: -0.893 -2.398 3.391
H: 4.075 -6.538 0.276
H: 2.100 4.450 -4.850
H: 1.583 -6.372 -0.149

As for the total energy: -50300.5655 eV. As for the spin multiplicity: 1. As for the total charge: +3. As for the max |F|: 0.9 eV Å⁻¹. For the molar mass, the calculation gives 666.18 g/mol.

(2)
C24H32N2O2 | ωB97M-V/def2-TZVPD

Atoms and positions in Å:
O: -0.155 -0.872 -4.203
O: -1.230 1.101 3.030
N: -0.995 1.294 -1.266
N: 1.021 -1.117 -0.722
C: -0.141 1.867 1.089
C: 2.181 -0.457 0.135
C: 5.714 -1.645 0.875
C: -2.228 0.623 0.716
C: 1.017 2.823 -0.921
C: 0.496 -2.233 -0.119
C: -4.215 -0.440 -0.603
C: 4.711 -0.887 0.873
C: -1.057 1.289 1.632
C: -2.060 -3.347 1.536
C: -0.484 -3.467 1.820
C: -0.649 1.075 -2.523
C: -3.028 0.214 -1.605
C: -3.450 0.174 1.536
C: 3.304 -1.299 0.116
C: 0.843 2.473 1.841
C: 0.344 -2.144 1.385
C: -1.924 0.647 -0.598
C: -0.211 -0.584 -2.855
C: 1.868 3.426 -0.298
C: 0.015 1.747 -0.509
C: 1.734 3.353 1.342
C: -4.324 -0.363 0.660
C: 1.075 -1.024 -1.962
H: -2.948 -0.171 -2.439
H: 1.872 -0.164 -2.029
H: -0.521 -3.477 3.116
H: -2.400 -2.475 2.200
H: 4.944 0.042 0.291
H: 6.598 -1.199 1.064
H: 3.220 -2.296 0.382
H: 0.698 -0.481 -4.489
H: -3.375 0.075 2.529
H: 1.112 -3.010 -0.421
H: 0.697 2.687 2.810
H: 0.201 1.424 -2.892
H: -0.231 -4.414 1.296
H: 1.254 -2.335 2.061
H: 2.477 3.908 1.698
H: 1.384 -2.040 -2.235
H: 5.551 -2.717 1.143
H: 6.076 -2.046 -0.374
H: -0.272 -1.410 1.809
H: -0.324 -2.276 -0.707
H: 3.790 -1.758 -0.991
H: -0.959 -1.245 -2.530
H: -2.327 -3.268 0.429
H: 4.542 -0.683 1.748
H: -1.409 1.298 -3.144
H: -5.284 -0.936 1.162
H: 1.070 2.721 -2.048
H: -4.879 -0.760 -1.438
H: 2.491 0.528 -0.337
H: 2.664 4.093 -0.625
H: 1.810 -0.281 1.217
H: -2.625 -4.126 1.822

As for the total energy: -32461.2717 eV. For the energy above the lowest of the compared OMol25 structures with the same formula, charge and spin, the calculation gives 544.81 kcal/mol. As for the spin multiplicity: 1. As for the max |F|: 19.9 eV Å⁻¹. For the molar mass, the calculation gives 380.53 g/mol.

(3)
C24H32N2S6V | ωB97M-V/def2-TZVPD

Atoms and positions in Å:
V: -0.140 -0.634 -1.140
S: 1.110 -0.087 -3.762
S: -0.714 -2.728 -3.448
S: 2.169 0.834 -0.103
S: 1.672 -2.266 -0.992
S: 1.108 3.069 -2.244
S: -3.593 -3.098 -2.643
N: -1.835 -1.938 -1.160
N: -0.421 0.047 4.062
C: -0.863 0.577 0.412
C: -5.486 -2.228 0.837
C: -5.340 -2.684 -0.460
C: 2.238 2.565 -3.556
C: 2.707 -0.743 -3.214
C: -1.981 -2.535 -2.331
C: 1.650 1.490 -4.460
C: -3.163 -1.547 0.910
C: 3.483 -0.373 0.129
C: -1.719 -0.596 4.150
C: -2.091 2.937 1.391
C: -1.619 1.430 -0.401
C: 0.054 0.078 2.688
C: 2.273 3.440 -0.915
C: 3.170 2.276 -0.505
C: 2.907 -1.780 0.239
C: -2.231 2.594 0.057
C: -3.012 -1.974 -0.407
C: -4.096 -2.560 -1.069
C: 0.538 -0.625 4.913
C: -1.351 2.115 2.237
C: -0.749 0.960 1.756
C: -4.398 -1.674 1.516
C: 2.608 -2.115 -2.548
H: -2.441 -0.072 3.523
H: 0.191 -0.628 5.946
H: 4.037 -0.156 1.045
H: 2.131 -2.830 -3.216
H: -2.813 3.211 -0.617
H: 2.898 4.298 -1.167
H: -6.445 -2.313 1.332
H: 3.755 2.564 0.371
H: 3.178 -0.025 -2.543
H: 1.091 0.431 2.698
H: 1.496 -0.103 4.878
H: -1.778 1.195 -1.466
H: -1.681 -1.650 3.821
H: 2.402 -1.910 1.198
H: -2.080 -0.571 5.179
H: 0.706 -1.674 4.609
H: -6.170 -3.136 -0.987
H: 0.081 -0.944 2.258
H: 3.885 2.026 -1.294
H: 4.194 -0.320 -0.700
H: 3.617 -2.476 -2.335
H: 3.714 -2.513 0.198
H: 2.382 1.257 -5.239
H: 3.177 2.210 -3.133
H: -1.250 2.364 3.287
H: 2.486 3.422 -4.187
H: -2.326 -1.120 1.441
H: -2.562 3.831 1.781
H: 0.769 1.865 -4.984
H: 3.347 -0.861 -4.094
H: 1.641 3.738 -0.076
H: -4.520 -1.338 2.538

As for the total energy: -119086.7874 eV. For the energy above the lowest of the compared OMol25 structures with the same formula, charge and spin, the calculation gives 23.79 kcal/mol. As for the spin multiplicity: 4. As for the max |F|: 0.6 eV Å⁻¹. For the molar mass, the calculation gives 591.88 g/mol.

(4)
C24H32N3 | ωB97M-V/def2-TZVPD

Atoms and positions in Å:
N: -1.208 -3.086 0.261
N: 2.740 -0.418 2.714
N: -3.714 -4.785 1.045
C: 0.644 3.084 2.115
C: -1.896 -0.601 2.469
C: -0.708 -1.377 2.076
C: 4.115 -0.673 3.116
C: 0.554 -0.758 2.205
C: -1.829 -4.191 -0.482
C: 2.116 -2.799 2.695
C: -0.217 -2.488 -0.642
C: -3.088 -0.614 1.706
C: 1.797 -1.377 2.518
C: -4.247 0.030 2.148
C: 2.196 0.852 2.511
C: -0.701 -4.796 -1.321
C: 1.981 3.227 2.525
C: -1.904 0.213 3.640
C: -4.244 0.771 3.335
C: -2.521 -5.259 0.362
C: -4.948 -5.449 0.677
C: -3.051 0.886 4.065
C: 0.071 1.818 1.920
C: 0.834 0.681 2.161
C: -3.593 -4.565 2.467
C: 0.232 -3.610 -1.603
C: 2.789 2.095 2.713
H: 2.848 -3.148 1.948
H: -3.020 1.504 4.968
H: -1.083 -5.281 -2.228
H: -3.091 -1.106 0.730
H: 0.622 -2.093 -0.064
H: 1.276 -3.885 -1.422
H: -5.032 -6.472 1.091
H: -5.006 -5.518 -0.417
H: 0.038 3.978 1.953
H: 4.645 -1.271 2.362
H: -0.176 -5.559 -0.731
H: 1.198 -3.378 2.568
H: -0.992 0.313 4.234
H: -0.747 -2.462 2.179
H: -2.608 -3.794 -1.168
H: -0.641 -1.646 -1.222
H: 4.151 -1.213 4.072
H: -2.711 -3.945 2.677
H: 2.393 4.223 2.692
H: 4.625 0.286 3.231
H: -3.503 -5.508 3.043
H: -1.789 -5.670 1.082
H: -4.490 -4.036 2.822
H: -5.803 -4.867 1.049
H: -5.157 -0.048 1.549
H: -5.157 1.257 3.686
H: -0.961 1.709 1.591
H: 2.526 -3.011 3.695
H: 3.835 2.162 3.013
H: 0.140 -3.279 -2.643
H: -2.836 -6.059 -0.332
H: -1.925 -2.417 0.528

As for the total energy: -29870.3222 eV. For the energy above the lowest of the compared OMol25 structures with the same formula, charge and spin, the calculation gives 29.56 kcal/mol. As for the spin multiplicity: 1. As for the total charge: +1. As for the max |F|: 4.6 eV Å⁻¹. For the molar mass, the calculation gives 362.54 g/mol.

Q: Which value of total energy does entry 3 give?
A: -119086.7874 eV